1.
A single C4H10N2 molecule. Source: the OMol25 dataset; level of theory: the ωB97M-V functional and the def2-TZVPD basis.

## Properties
Energy (eV): -7288.6436
LUMO (Eh): 0.038
HOMO energy (eV): -9.1806
HOMO-LUMO gap (eV): 10.23

```
! RIJCOSX wB97M-V def2-TZVPD def2/J DEFGRID3
* xyz 0 1
C 0.842 1.469 -0.122
C 0.382 0.053 0.001
C -0.975 -0.287 0.586
C 1.003 -1.104 -0.700
H -0.036 2.103 -0.067
H 1.513 1.746 0.696
H 1.405 1.771 -1.003
H -0.982 0.450 1.458
H -0.989 -1.260 1.041
H -2.156 -0.640 -1.090
H -2.311 0.802 -0.392
H 1.751 -1.018 -1.526
H 0.319 -1.961 -0.758
H 1.086 -1.208 1.438
N -2.241 -0.179 -0.194
N 1.389 -0.737 0.634
*
```

2.
A single C5H8N2 molecule. Source: the OMol25 dataset; level of theory: the ωB97M-V functional and the def2-TZVPD basis.

## Properties
Energy (eV): -8290.0039
LUMO (alpha / beta) (Eh): -0.002 / -0.002
HOMO energy (alpha / beta) (eV): -8.4735 / -7.7369
HOMO-LUMO gap (alpha / beta) (eV): 8.42 / 7.68

```
! RIJCOSX wB97M-V def2-TZVPD def2/J DEFGRID3
* xyz 0 1
N -0.484 -0.638 2.011
C 0.222 -0.221 0.840
C 0.855 -1.190 -0.195
N 1.408 -2.241 -0.441
C -0.626 0.448 -0.268
C 0.609 -0.347 -1.447
C -0.692 1.800 -0.479
H 0.154 -0.885 2.759
H -1.071 -1.443 1.822
H 1.018 0.476 1.138
H -1.520 -0.129 -0.522
H 1.434 0.330 -1.691
H 0.158 -0.808 -2.326
H -1.528 2.255 -1.003
H 0.098 2.463 -0.133
*
```